Entry A
23
Properties=species:S:1:pos:R:3 method="wB97M-V/def2-TZVPD" charge=+1 gap_ev=9.5 spin_multiplicity=1
N -1.98 2.72 1.81
C -1.56 1.53 1.07
C -0.08 -0.22 2.11
C -0.27 1.01 1.64
H -2.80 3.13 1.36
H -1.26 3.43 1.69
H -1.42 1.73 -0.01
H -2.32 0.75 1.16
H 0.87 -0.48 2.56
H -0.89 -0.94 2.20
H 0.55 1.72 1.73
C 2.07 -0.38 -1.67
C 1.00 -1.41 -1.47
C 1.09 -2.72 -1.63
N -0.32 -0.86 -1.10
H 3.04 -0.87 -1.64
H 1.93 0.16 -2.61
H 2.04 0.34 -0.85
H 0.23 -3.35 -1.43
H 2.00 -3.21 -1.94
H -0.43 0.08 -1.50
H -0.40 -0.72 -0.06
H -1.10 -1.43 -1.43

Entry B
23
Properties=species:S:1:pos:R:3 method="wB97M-V/def2-TZVPD" charge=+1 gap_ev=4.7 spin_multiplicity=1
N 1.30 -0.39 -3.24
C -2.08 2.02 0.96
C -2.98 2.94 0.78
N 0.04 0.06 -0.21
C -0.34 -1.35 -0.20
C 0.77 -2.13 0.44
C 1.35 -1.23 1.56
C 1.29 0.11 0.70
H 2.30 -0.32 -3.15
H 0.91 0.20 -2.40
H 0.85 0.11 -4.00
H -1.42 1.77 0.17
H -2.08 1.58 1.90
H -3.87 3.10 1.50
H -2.96 3.51 -0.26
H -1.20 -1.40 0.42
H -0.65 -1.60 -1.20
H 1.65 -2.22 -0.24
H 0.38 -3.14 0.63
H 0.83 -1.16 2.57
H 2.42 -1.53 1.73
H 1.29 0.99 1.35
H 2.19 0.07 0.22

Entry C
23
Properties=species:S:1:pos:R:3 method="wB97M-V/def2-TZVPD" charge=+1 gap_ev=10.5 spin_multiplicity=1
C 0.77 -0.24 -2.45
C 0.78 -0.92 -3.58
C -1.41 -0.22 -1.71
N -0.20 -0.41 -1.42
H 1.52 0.52 -2.26
H 0.07 -1.70 -3.82
H 1.57 -0.72 -4.29
H -2.18 -0.37 -0.96
H -1.73 0.06 -2.71
C -1.42 0.11 2.08
C -0.07 0.72 1.75
C 0.62 1.35 2.95
N 0.79 -0.38 1.16
H -1.72 -0.62 1.34
H -1.39 -0.37 3.05
H -2.17 0.90 2.14
H -0.22 1.43 0.93
H 0.43 0.78 3.86
H 0.21 2.34 3.13
H 1.69 1.45 2.79
H 0.50 -0.55 0.16
H 1.78 -0.13 1.18
H 0.68 -1.23 1.71

Stability check: which of them is most stable? entry C.

Entry A
8
Properties=species:S:1:pos:R:3 method="wB97M-V/def2-TZVPD" charge=0 gap_ev=10.0 spin_multiplicity=1
C 0.36 -0.38 0.49
C -0.18 0.38 -0.75
F -1.52 0.94 -0.09
Cl 0.87 1.75 -1.06
I -0.73 -2.14 1.12
H 1.45 -0.72 0.51
H 0.24 0.44 1.29
H -0.49 -0.26 -1.51

Entry B
8
Properties=species:S:1:pos:R:3 method="wB97M-V/def2-TZVPD" charge=0 gap_ev=9.9 spin_multiplicity=1
C -0.12 1.16 -0.21
C 0.76 0.44 0.38
F 0.53 -0.37 1.44
Cl -1.91 -1.77 -0.37
I 2.76 0.13 -0.25
H -1.21 1.20 0.12
H 0.21 1.82 -1.09
H -1.01 -2.60 -0.02

Stability check: which of them is most stable? entry A.

Entry A
12
Properties=species:S:1:pos:R:3 method="wB97M-V/def2-TZVPD" charge=0 gap_ev=10.7 spin_multiplicity=1
C 2.06 -0.64 -1.03
N 3.01 -0.18 -1.91
O 1.04 -0.07 -0.77
H 2.37 -1.62 -0.63
H 3.98 -0.40 -1.70
H 2.88 0.79 -2.18
C -2.92 -0.17 1.19
N -1.99 0.77 1.58
O -3.82 -0.58 1.87
H -2.69 -0.56 0.19
H -1.77 1.48 0.90
H -2.15 1.17 2.50

Entry B
12
Properties=species:S:1:pos:R:3 method="wB97M-V/def2-TZVPD" charge=0 gap_ev=9.4 spin_multiplicity=1
C -1.57 -0.78 -0.07
C 1.88 0.08 0.04
H -2.23 -1.33 0.59
H -2.00 0.20 -0.42
H -1.61 -1.50 -1.15
H 2.40 0.61 -0.72
H 2.18 -1.18 0.06
H 1.86 0.45 1.32
N 0.34 0.41 -0.31
N 0.06 1.70 -0.08
O -0.17 -0.57 0.48
O -1.14 1.91 0.25

Entry C
12
Properties=species:S:1:pos:R:3 method="wB97M-V/def2-TZVPD" charge=0 gap_ev=10.5 spin_multiplicity=1
N -1.69 0.26 0.95
C -1.17 -0.80 0.28
N -0.58 -0.69 -0.85
H -2.12 0.10 1.84
H -2.04 1.03 0.39
H -1.11 -1.71 0.88
H -0.38 -1.64 -1.16
H 0.49 1.18 -0.83
O 2.34 -0.18 -1.34
C 2.18 0.52 -0.38
O 1.25 1.47 -0.28
H 2.82 0.46 0.51

Stability check: which of them is most stable? entry A.

Entry A
14
Properties=species:S:1:pos:R:3 method="wB97M-V/def2-TZVPD" charge=0 gap_ev=9.3 spin_multiplicity=1
C -2.60 0.68 0.64
C 0.64 -0.06 -0.34
H -2.55 0.19 1.61
H -3.62 0.97 0.41
H -1.94 1.55 0.62
H -0.29 -1.76 0.21
H 1.49 1.33 -1.19
H 1.75 -1.48 0.65
H 3.91 -0.52 -1.04
N -0.46 -0.83 -0.07
N 0.55 1.09 -0.87
N 1.82 -0.72 0.02
S -1.99 -0.51 -0.66
S 3.31 0.08 0.01

Entry B
14
Properties=species:S:1:pos:R:3 method="wB97M-V/def2-TZVPD" charge=0 gap_ev=8.7 spin_multiplicity=1
C 1.74 -1.60 0.46
C -0.21 0.32 -0.43
H 2.67 -1.95 -0.04
H 0.77 -2.33 0.26
H 1.89 -1.38 1.63
H -0.74 -1.36 -1.47
H -3.37 0.19 -0.62
H 0.87 2.49 0.37
H -0.51 3.23 0.77
N -1.03 -0.78 -0.67
N -0.89 1.42 -0.09
N -0.17 2.64 0.08
S 1.51 -0.06 -0.38
S -2.53 -0.83 0.14

Stability check: which of them is most stable? entry A.

Entry A
13
Properties=species:S:1:pos:R:3 method="wB97M-V/def2-TZVPD" charge=0 gap_ev=9.1 spin_multiplicity=1
C 0.80 -0.57 1.24
C -0.56 0.19 -1.12
H 2.56 0.21 1.96
H 1.41 -0.39 3.25
H -1.30 -0.98 0.86
H -1.17 1.00 -3.11
H 0.06 1.67 -2.27
H -2.42 -0.36 -1.17
N 1.98 -0.62 2.13
N -0.33 -1.07 1.46
N -0.74 1.18 -2.14
N -1.42 -0.64 -0.86
S 1.14 0.38 -0.24

Entry B
13
Properties=species:S:1:pos:R:3 method="wB97M-V/def2-TZVPD" charge=0 gap_ev=9.2 spin_multiplicity=1
C -0.76 0.31 0.02
C 2.33 0.07 0.20
H -2.47 -1.16 1.07
H -3.00 -1.76 -0.31
H -0.76 0.50 1.10
H 0.29 0.41 -1.61
H 1.65 1.97 0.30
H 3.20 0.51 0.69
N -2.75 -0.86 0.12
N -1.63 -0.42 -0.58
N 0.28 0.91 -0.71
N 1.43 1.03 -0.03
S 2.19 -1.49 -0.26

Entry C
13
Properties=species:S:1:pos:R:3 method="wB97M-V/def2-TZVPD" charge=0 gap_ev=8.5 spin_multiplicity=1
C 2.12 -0.16 -0.65
C 1.38 0.88 -1.55
N 1.72 -0.96 0.19
N -3.16 0.12 1.79
N -2.02 -0.39 1.60
N -1.66 -0.83 0.51
S 0.09 -1.50 0.66
H 3.18 0.11 -0.51
H 1.52 1.92 -1.35
H 0.24 0.65 -1.47
H 1.66 0.74 -2.59
H -3.83 -0.15 1.02
H -1.23 -0.43 2.35

Stability check: which of them is most stable? entry B.

Entry A
16
Properties=species:S:1:pos:R:3 method="wB97M-V/def2-TZVPD" charge=0 gap_ev="7.7 / 6.9" spin_multiplicity=1
C 0.22 0.65 0.69
C -1.52 0.26 -0.85
C 1.12 -0.06 -0.15
C 2.27 0.75 -0.78
N -0.83 -0.18 1.33
N -1.74 -0.26 0.26
O 0.36 1.77 1.12
O -1.86 0.41 -1.97
O -2.94 -1.02 0.53
S 1.19 -1.73 -0.20
H 2.46 1.76 -0.34
H 2.01 0.86 -1.79
H 3.26 0.26 -0.76
H -1.39 0.31 2.00
H -3.07 -1.85 0.07
H 0.46 -1.93 0.85

Entry B
16
Properties=species:S:1:pos:R:3 method="wB97M-V/def2-TZVPD" charge=0 gap_ev=8.4 spin_multiplicity=1
C -1.71 0.75 0.92
C -0.55 1.27 0.44
C -0.18 -0.80 1.15
C 1.66 0.23 -0.02
N -1.44 -0.51 1.37
N 0.39 0.28 0.57
O -0.02 0.61 -2.24
O 0.12 -1.70 -1.46
O 1.85 -0.80 -2.96
S 0.77 -0.57 -2.03
H -2.56 1.41 0.85
H -0.47 2.20 -0.05
H 0.18 -1.88 1.46
H 2.09 -0.59 0.33
H 1.98 1.28 -0.10
H -2.09 -1.20 1.75

Entry C
16
Properties=species:S:1:pos:R:3 method="wB97M-V/def2-TZVPD" charge=0 gap_ev=9.5 spin_multiplicity=1
C -1.38 0.75 1.78
C -0.34 1.54 1.44
C -1.14 0.74 -0.45
C 0.77 -1.05 -1.77
N -1.86 0.27 0.58
N 1.62 -0.20 -2.11
O 2.03 -0.72 0.44
O -0.16 -1.99 0.49
O -0.22 1.53 0.09
S 1.13 -1.95 -0.17
H -1.80 0.49 2.72
H 0.35 2.12 2.01
H -0.16 -1.32 -2.27
H 1.46 0.33 -2.96
H 2.30 -0.14 -0.29
H -2.60 -0.41 0.49

Stability check: which of them is most stable? entry B.

Entry A
16
Properties=species:S:1:pos:R:3 method="wB97M-V/def2-TZVPD" charge=0 gap_ev="6.7 / 7.1" spin_multiplicity=1
C -0.23 -0.65 -0.88
C 0.37 -0.33 1.58
C 0.64 1.61 -0.09
C 0.10 0.26 0.24
N -3.80 -0.75 -0.35
P -3.30 0.57 0.27
H -0.66 -0.10 -1.72
H 0.67 -1.16 -1.26
H -0.94 -1.42 -0.57
H -0.30 -1.17 1.77
H 1.40 -0.72 1.62
H 0.27 0.41 2.37
H -0.16 2.32 -0.31
H 1.23 2.01 0.73
H 1.27 1.56 -0.98
H -4.78 -0.96 -0.47

Entry B
16
Properties=species:S:1:pos:R:3 method="wB97M-V/def2-TZVPD" charge=0 gap_ev=8.6 spin_multiplicity=1
C -2.48 0.68 0.47
C 1.48 -0.19 1.41
C -0.28 -1.28 -0.65
C 1.01 1.09 -1.10
N -1.31 1.08 0.51
P 0.24 0.20 0.22
H -3.16 1.40 1.00
H -2.72 -0.34 0.02
H 2.01 0.65 1.61
H 0.91 -0.43 2.31
H -1.01 -0.90 -1.44
H 0.63 -1.75 -1.13
H -0.62 -1.97 0.11
H 2.05 0.59 -1.17
H 0.51 0.77 -2.00
H 1.09 2.16 -1.03

Entry C
16
Properties=species:S:1:pos:R:3 method="wB97M-V/def2-TZVPD" charge=0 gap_ev=9.4 spin_multiplicity=1
C -3.48 -0.22 -0.16
C -0.49 1.62 0.03
C -0.29 -1.15 0.89
C 1.37 -0.39 -1.14
N -3.79 0.61 0.56
P -0.36 -0.12 -0.62
H -3.07 -0.96 -0.84
H 0.44 1.78 0.75
H -1.28 1.65 0.78
H -0.60 2.24 -0.84
H -1.10 -0.91 1.71
H -0.28 -2.28 0.65
H 0.78 -1.03 1.48
H 1.42 -1.41 -1.30
H 1.50 0.11 -2.22
H 1.92 0.18 -0.39

Stability check: which of them is most stable? entry C.

Entry A
15
Properties=species:S:1:pos:R:3 method="wB97M-V/def2-TZVPD" charge=+1 gap_ev=11.3 spin_multiplicity=1
C 1.81 1.57 -0.22
C 0.66 -0.33 0.75
N 0.88 0.42 -0.26
H 2.61 1.38 -0.94
H 1.34 2.52 -0.43
H 2.32 1.56 0.74
H 0.79 0.03 1.76
H 0.20 -1.28 0.55
H 0.69 0.17 -1.22
H -2.09 -0.75 2.37
H -2.18 0.37 1.36
O -1.64 -0.39 1.60
H -1.96 -1.61 -1.82
H -0.49 -1.59 -2.13
O -1.19 -1.03 -1.78

Entry B
15
Properties=species:S:1:pos:R:3 method="wB97M-V/def2-TZVPD" charge=+1 gap_ev=11.2 spin_multiplicity=1
C -0.47 1.79 -1.49
C -1.48 -0.38 -1.47
N -0.50 0.37 -1.17
H -0.89 2.37 -0.66
H 0.55 2.12 -1.68
H -1.08 1.96 -2.38
H -2.35 0.00 -1.99
H -1.35 -1.41 -1.17
H 0.11 0.03 -0.36
H 1.30 -2.29 3.38
H 0.58 -0.89 3.53
O 1.21 -1.40 3.02
H 1.28 -0.80 1.59
H 1.95 -0.91 0.23
O 1.14 -0.56 0.62

Stability check: which of them is most stable? entry B.